# 1
ORCA calculation (ωB97M-V/def2-TZVPD) on a 2-piece molecular cluster, C14H19BrClFO4PS overall.

Calculated values
Frontier orbital gap ... 6.7 eV
Charge ... +1
Lowest unoccupied orbital energy ... -0.17592 Ha

```
42
Properties=species:S:1:pos:R:3:forces:R:3
C 1.6343 -0.2572 4.8764 0.2 -0.9 -1.0
C 1.0900 -1.8136 4.9358 2.0 -4.1 5.7
O 1.4721 -2.5771 5.9901 -2.5 4.9 -7.2
O 0.2578 -2.4762 3.9194 0.5 3.2 2.1
C -0.7896 -1.5205 3.4946 -0.3 0.3 -1.3
C -1.9325 -2.3112 2.5881 -0.3 0.3 0.9
C -1.9392 -1.7429 1.0493 -0.5 -0.1 0.6
C -1.0481 -2.6223 -0.0095 -2.0 -0.3 -1.1
S 0.8029 -2.2469 0.0317 0.2 1.6 0.2
C 1.2148 -0.6293 -0.8178 -0.3 2.3 -1.6
C 1.2058 0.6911 0.1537 5.9 2.8 4.5
O 2.3014 1.0994 0.8526 -7.7 -3.4 -5.2
Cl -0.3063 1.8050 0.3581 2.1 -2.2 -0.6
P 1.6600 -3.8286 -1.2096 1.6 -1.7 -1.8
O 3.2969 -3.4331 -1.6782 -2.8 -1.3 0.0
Br 0.3453 -3.7485 -3.1145 1.0 0.4 1.0
H 2.3048 -0.0985 5.8223 -1.6 -0.4 -1.8
H 0.7910 0.5462 4.7496 1.6 -1.7 0.4
H 2.3371 -0.1906 3.9267 -1.5 -0.1 1.8
H -0.2642 -0.7601 2.7623 -1.1 -1.1 1.5
H -1.2660 -0.9225 4.4058 1.0 -1.5 -1.9
H -2.9742 -2.0770 3.1171 2.2 -0.5 -1.4
H -1.8213 -3.4919 2.6427 0.0 2.6 -0.1
H -3.0571 -1.7637 0.6600 2.4 -0.1 0.5
H -1.6141 -0.6179 1.0561 -0.6 -2.2 -0.2
H -1.4337 -2.4191 -1.1073 1.0 -0.3 2.2
H -1.1655 -3.7912 0.1660 0.6 2.5 -0.2
H 0.4830 -0.4016 -1.7201 1.3 -0.7 1.9
H 2.3024 -0.6884 -1.2930 -2.2 -0.1 1.4
H 3.6257 -4.2850 -2.1374 -0.6 1.7 0.9
F -2.4170 2.0037 -2.9586 -0.2 -0.3 0.1
C -1.5285 2.9352 -3.3295 0.8 0.9 -0.4
C -0.1773 2.7338 -3.0697 -0.1 0.0 -0.1
C 0.7487 3.7011 -3.4603 -0.4 0.2 -0.1
C 0.3115 4.8651 -4.0972 0.0 -0.1 0.0
C -1.0473 5.0603 -4.3490 0.2 -0.3 0.2
C -1.9718 4.0879 -3.9684 0.0 -0.1 0.1
H 0.1428 1.8273 -2.5664 -0.1 0.1 -0.1
H 1.8081 3.5496 -3.2687 -0.2 0.0 0.0
H 1.0336 5.6212 -4.3977 -0.2 -0.2 0.1
H -1.3857 5.9689 -4.8412 0.0 -0.2 0.1
H -3.0308 4.2193 -4.1643 0.1 -0.1 0.1
```
Positions in Å, forces in eV/Å.



# 2
ORCA calculation (ωB97M-V/def2-TZVPD) on C14H19CaF6N2O17S2 as an isolated structure.

Calculated values
Relative energy (zero: lowest compared OMol25 entry of this formula, charge and spin) ... 0.00 kJ/mol
Frontier orbital gap ... 6.6 eV
Charge ... -1
Lowest unoccupied orbital energy ... 0.07752 Ha

```
61
Properties=species:S:1:pos:R:3:forces:R:3
Ca -0.4079 -0.3912 1.4925 -1.9 1.7 1.5
C -0.2587 -3.9788 1.4517 0.3 0.9 0.2
F -0.1829 -5.2986 1.4716 -0.2 -0.3 -0.2
F -1.5109 -3.5800 1.3467 -0.2 -0.3 0.0
F 0.2552 -3.5158 2.5996 0.0 -0.2 -0.1
S 0.6953 -3.3060 -0.0112 -0.1 0.2 -0.3
O 1.7302 -4.2722 -0.2157 0.2 0.2 0.3
O -0.2639 -3.1336 -1.0621 -0.2 0.1 0.1
N 1.1388 -1.7961 0.5442 1.3 -2.3 -0.5
S 2.6837 -1.4535 0.2232 -0.1 0.5 -0.5
O 3.1027 -2.0803 -0.9936 0.4 -0.1 0.1
O 2.9329 -0.0507 0.3637 -0.3 -0.1 0.4
C 3.6398 -2.2213 1.6408 -0.4 0.1 0.0
F 3.5976 -1.3838 2.6772 0.1 -0.1 0.0
F 3.1163 -3.3845 2.0238 0.1 0.0 0.0
F 4.9107 -2.4230 1.3043 0.1 0.1 -0.1
O -1.7822 -1.2368 3.1643 1.0 0.3 -1.2
H -1.0352 -1.8018 3.3783 -0.1 -0.4 0.8
N -1.5077 2.6326 2.0644 -0.2 0.2 0.0
O -2.4166 3.2788 1.5352 0.2 -0.1 0.1
O -0.6902 1.9904 1.3212 0.0 -0.3 -0.1
O -1.3483 2.6037 3.2886 0.2 0.1 0.0
C 1.5191 -0.6180 -4.6354 0.7 -0.7 -0.9
C 0.8314 0.5969 -4.1066 -1.0 -0.8 -0.8
C -0.6934 0.4736 -4.2763 -0.6 0.3 -0.3
O -1.1585 0.1154 -2.9766 0.2 0.0 0.2
C -0.1612 0.3017 -2.0790 0.1 0.9 -0.8
O -0.2865 0.2601 -0.9088 -0.2 -0.5 0.6
O 0.9738 0.6756 -2.7029 0.1 0.2 0.4
H 1.5799 -0.5941 -5.7309 -0.1 0.3 0.1
H 0.9799 -1.5447 -4.4363 0.1 0.0 0.5
H 2.5489 -0.6730 -4.2839 -0.1 -0.2 0.2
H 1.1971 1.4775 -4.6252 0.2 0.3 0.5
H -1.0782 -0.2866 -4.9581 0.6 -0.2 -0.1
H -1.1541 1.4065 -4.6216 0.0 0.1 0.5
C -4.5731 0.1175 -3.4877 0.5 1.2 0.6
C -4.5833 -0.5946 -2.1462 0.7 -0.7 -0.8
C -3.6604 -1.8576 -2.1232 -1.3 0.5 -0.4
O -2.8383 -1.6669 -0.9962 0.0 -0.2 0.0
C -3.1753 -0.5250 -0.3680 -0.5 0.2 -0.5
O -2.8023 -0.2025 0.7028 0.7 0.2 0.3
O -4.0273 0.2198 -1.1210 -0.3 -0.4 0.0
H -3.5709 0.1059 -3.9199 -0.2 -0.6 -0.3
H -4.6866 1.1961 -3.3159 -0.5 -0.2 0.1
H -5.3691 -0.2183 -4.1441 0.2 -0.2 -0.2
H -5.5983 -0.9231 -1.9139 0.0 0.4 0.4
H -3.1207 -1.9452 -3.0631 0.5 0.0 0.2
H -4.3100 -2.7277 -2.0151 0.4 -0.2 0.3
C 2.8096 4.6656 2.9616 0.2 0.1 -0.3
C 2.8892 3.3165 3.6438 -0.2 -0.4 -0.1
C 2.0398 3.1383 4.9077 0.1 1.0 -0.7
O 1.5965 1.7963 4.8429 0.4 -0.1 0.0
C 1.7085 1.3846 3.5616 -0.4 0.6 0.0
O 1.2471 0.3687 3.1593 -0.1 -0.9 -0.3
O 2.3645 2.2696 2.8044 0.2 0.0 0.2
H 2.2884 5.3996 3.5757 0.2 0.1 0.1
H 2.2971 4.6352 2.0008 -0.2 -0.3 0.1
H 3.8259 4.9857 2.7308 -0.1 0.4 0.1
H 3.9404 3.0819 3.8296 -0.1 -0.2 0.1
H 1.1840 3.8157 4.8346 -0.1 -0.2 0.2
H 2.6275 3.3755 5.7911 -0.2 -0.4 0.3
```
Positions in Å, forces in eV/Å.



# 3
ORCA calculation (ωB97M-V/def2-TZVPD) on one molecule with the formula C14H19ClN2O2.

Calculated values
Relative energy (zero: lowest compared OMol25 entry of this formula, charge and spin) ... 86.85 kJ/mol
Frontier orbital gap ... 9.9 eV
SMILES string ... O=C(NCCCN1CCOCC1)c1ccc(Cl)cc1
Charge ... 0
Lowest unoccupied orbital energy ... 0.02622 Ha

```
38
Properties=species:S:1:pos:R:3:forces:R:3
O -2.4914 2.3210 -1.1530 -0.2 0.1 0.1
C -1.4761 1.7967 -0.7303 0.1 0.0 -0.1
N -0.8502 0.7766 -1.3521 0.2 -0.1 0.0
C -1.3604 0.1628 -2.5541 -0.3 0.0 -0.2
C -1.4623 -1.3541 -2.3994 0.3 0.2 0.0
C -0.1007 -2.0004 -2.1272 -0.3 -0.1 -0.1
N 0.4405 -1.6438 -0.8193 0.2 -0.1 0.0
C 1.8822 -1.8375 -0.7422 0.1 0.0 0.3
C 2.3832 -1.3686 0.6251 0.1 0.1 -0.3
O 1.7539 -2.0620 1.6738 0.1 -0.1 0.1
C 0.3583 -1.8951 1.6048 -0.4 -0.1 -0.1
C -0.1921 -2.3833 0.2645 0.1 0.1 0.3
C -0.8042 2.2611 0.5233 0.0 0.2 0.2
C -1.5840 2.8465 1.5151 0.0 -0.1 -0.2
C -1.0100 3.3185 2.6800 0.1 0.0 0.1
C 0.3620 3.2138 2.8487 -0.1 -0.1 -0.3
Cl 1.0932 3.8041 4.2979 0.1 0.1 0.2
C 1.1594 2.6530 1.8616 0.0 0.1 0.2
C 0.5739 2.1797 0.7029 -0.2 0.0 0.0
H -0.1341 0.2293 -0.8822 -0.1 0.1 0.1
H -0.6929 0.4003 -3.3923 -0.1 0.0 0.0
H -2.3412 0.6013 -2.7576 0.2 0.0 0.0
H -2.1605 -1.5884 -1.5957 -0.1 0.0 0.0
H -1.8629 -1.7733 -3.3228 -0.1 0.0 0.0
H -0.1871 -3.0951 -2.2309 0.1 0.0 0.0
H 0.6056 -1.6496 -2.8851 0.0 -0.1 0.0
H 2.3642 -1.2497 -1.5265 0.0 0.0 0.0
H 2.1529 -2.8984 -0.8789 0.0 0.0 0.0
H 3.4528 -1.5583 0.7266 0.0 0.1 0.0
H 2.1927 -0.2885 0.7313 0.1 -0.1 0.0
H -0.0610 -2.4787 2.4254 -0.1 0.1 0.0
H 0.0978 -0.8334 1.7410 0.0 -0.1 0.0
H -1.2690 -2.2186 0.2378 0.0 0.0 0.0
H 0.0042 -3.4654 0.1671 -0.1 0.1 0.0
H -2.6478 2.9311 1.3518 -0.1 0.0 0.0
H -1.6155 3.7714 3.4497 0.0 0.0 0.1
H 2.2272 2.5987 2.0002 0.1 0.0 0.0
H 1.1995 1.7760 -0.0792 0.1 0.0 -0.1
```
Positions in Å, forces in eV/Å.



# 4
ORCA calculation (ωB97M-V/def2-TZVPD) on C14H19ClN2V as an isolated structure.

Calculated values
Expectation value of S² ... 0.832
Frontier orbital gap (alpha / beta) ... 7.4 / 7.7 eV
Charge ... +2
Lowest unoccupied orbital energy (alpha / beta) ... -0.33217 / -0.31848 Ha
2S+1 ... 2

```
37
Properties=species:S:1:pos:R:3:forces:R:3
C 2.0304 -2.7141 -2.0484 -0.2 -0.6 -0.8
C 0.9483 -3.4122 -2.9416 0.3 -0.1 -0.2
H 2.2556 -1.6820 -2.3531 -0.1 -0.2 -0.2
H 2.9958 -3.2689 -2.1084 -0.7 0.4 0.3
H 1.6954 -2.6978 -0.9972 0.2 -0.2 -0.2
H 0.0845 -2.7824 -3.1805 0.4 -0.1 0.0
H 1.3067 -3.7449 -3.9293 0.3 0.2 0.5
H 0.5553 -4.3152 -2.4579 0.2 0.2 0.0
C 2.3215 1.5068 0.4280 -0.6 -0.3 0.5
C 2.7408 2.7629 0.8650 0.1 0.0 -0.6
C 1.8041 3.7680 1.1326 0.2 -0.7 0.2
C 0.4589 3.4268 1.0888 -0.4 -0.8 -0.4
H 3.0196 0.7531 0.0471 -0.2 0.3 0.4
H 3.8088 2.9608 0.9210 -0.2 0.0 -0.1
H 2.1165 4.7720 1.4188 0.0 -0.3 -0.2
H -0.3209 4.1650 1.2574 0.3 -0.1 0.1
N 1.0095 1.1209 0.4996 0.7 2.0 -0.3
C 0.0884 2.1008 0.8190 2.0 0.6 0.3
C -1.2562 1.6248 0.9351 -1.7 -1.0 0.1
N -1.3634 0.2683 0.7512 -1.5 0.9 0.6
C -2.6041 -0.2919 0.7785 0.3 0.7 -0.2
C -3.6387 1.8588 1.1607 0.2 -0.5 -0.2
C -3.7519 0.4811 0.9085 0.1 -0.1 0.0
H -2.6344 -1.3653 0.6123 -0.2 0.2 0.1
H -4.7150 -0.0120 0.7644 0.2 0.3 0.3
C -2.3695 2.4335 1.1942 0.5 -0.3 -0.2
H -2.2141 3.5037 1.3520 -0.3 -0.5 0.0
H -4.5290 2.4706 1.2957 0.2 -0.1 0.0
V 0.2671 -0.7217 0.1971 0.4 -1.1 0.8
C -0.6639 -1.2301 -1.4907 -0.3 0.2 -0.4
H -1.6625 -0.7854 -1.6945 0.8 -0.2 0.2
H -0.7145 -2.3339 -1.6177 0.1 0.6 0.4
H 0.0759 -0.8130 -2.2256 -0.4 -0.3 0.5
Cl 2.0991 -2.2677 1.5609 -0.4 0.7 -0.4
C 0.4492 -1.7676 1.9867 -0.5 0.0 0.2
H -0.1755 -2.6558 2.1876 0.2 0.4 -0.3
H 0.4824 -1.1161 2.8829 -0.1 -0.2 -0.6
```
Positions in Å, forces in eV/Å.